[1]
Computed, not measured: a cluster of 9 separate species, C30H60Cl4O14 in total in a non-equilibrium geometry, with ωB97M-V with the def2-TZVPD basis set.

```
108
Properties=species:S:1:pos:R:3:forces:R:3:lowdin_charge:R:1
C 3.698 -2.804 -2.212 -0.3 -0.1 0.1 -0.9883
Cl 3.273 -3.729 -0.738 0.2 0.3 -0.4 0.4701
Cl 5.183 -3.459 -2.988 -0.8 0.5 0.3 0.4652
H 2.833 -2.867 -2.871 0.4 -0.3 -0.2 0.0253
H 3.810 -1.750 -1.957 0.5 -0.3 0.1 0.0243
C -4.362 5.438 4.440 0.0 0.0 0.1 -1.0453
Cl -6.135 5.283 4.401 0.3 0.3 0.2 0.4851
Cl -3.675 4.799 2.976 0.5 -0.6 -0.8 0.5065
H -4.005 6.468 4.420 -0.6 0.0 0.6 0.0241
H -3.991 4.847 5.276 -0.1 0.3 -0.1 0.0276
O -8.585 0.821 -1.990 1.0 1.8 -0.3 0.0762
C -7.980 1.822 -2.386 -1.4 -1.9 2.4 -0.5540
O -7.499 1.926 -3.572 1.7 1.2 -1.6 0.0069
C -7.261 0.811 -4.377 0.4 -1.6 -1.0 -0.2442
C -8.399 0.698 -5.348 -0.6 -0.2 0.0 -0.0618
C -7.658 3.056 -1.602 -0.6 0.8 1.1 0.0197
H -7.132 -0.116 -3.819 -0.4 0.2 0.5 0.1244
H -6.288 0.927 -4.855 -0.1 0.6 -0.2 0.1236
H -8.312 -0.086 -6.100 0.4 0.1 0.0 0.0802
H -8.552 1.671 -5.816 -0.1 -0.1 -0.2 0.0835
H -9.269 0.427 -4.751 -0.2 0.2 -0.1 0.0809
H -8.424 3.821 -1.727 -0.3 -0.1 -0.3 0.0894
H -6.737 3.581 -1.855 0.1 -0.6 -0.2 0.0871
H -7.689 2.869 -0.528 0.2 -0.3 -0.1 0.0883
O -0.559 1.183 -8.267 1.5 -1.7 1.0 0.0623
C 0.440 0.607 -7.823 -1.3 2.6 -1.7 -0.4973
O 0.610 -0.724 -7.776 0.0 0.4 0.4 -0.0197
C -0.476 -1.578 -8.145 -1.0 -0.2 -0.4 -0.2196
C -1.577 -1.733 -7.085 1.1 -0.1 0.3 -0.0622
C 1.686 1.400 -7.347 -0.8 -2.7 0.1 0.0288
H -0.003 -2.533 -8.372 0.0 0.0 0.4 0.1194
H -0.931 -1.271 -9.087 0.2 0.5 0.0 0.1171
H -1.091 -2.038 -6.158 -0.1 -0.1 0.2 0.0737
H -2.233 -2.555 -7.373 -0.1 0.2 -0.1 0.0754
H -2.134 -0.823 -6.860 0.0 0.0 -0.4 0.0744
H 1.998 2.227 -7.985 -0.5 -0.1 0.3 0.0887
H 2.414 0.590 -7.325 0.7 0.5 0.0 0.0725
H 1.450 1.587 -6.300 0.3 0.8 -0.1 0.0867
O 7.911 2.962 -1.186 -0.8 -2.3 1.0 0.0870
C 7.205 1.984 -1.406 -0.5 1.7 -0.8 -0.4930
O 6.794 0.964 -0.605 0.2 1.3 -1.1 -0.0220
C 7.374 0.755 0.653 1.9 -0.5 0.3 -0.2629
C 6.893 -0.598 1.098 -0.1 0.6 0.6 -0.0643
C 6.574 1.843 -2.778 1.0 -0.3 -0.5 0.0101
H 7.235 1.582 1.349 -0.5 -0.1 0.0 0.1297
H 8.455 0.655 0.547 0.3 0.4 -0.3 0.1223
H 7.486 -0.927 1.952 -0.4 0.1 0.3 0.0804
H 7.076 -1.350 0.330 -0.4 0.2 -0.2 0.0842
H 5.845 -0.426 1.342 -0.1 -1.0 0.1 0.0807
H 6.618 0.798 -3.085 -0.4 0.0 0.0 0.0797
H 7.247 2.383 -3.444 -0.2 0.1 -0.1 0.0828
H 5.578 2.262 -2.916 0.0 -0.2 0.5 0.0884
O 6.215 2.552 6.660 2.2 2.8 0.5 0.0585
C 6.681 3.695 6.846 -2.4 -1.2 -0.6 -0.4883
O 7.952 4.098 6.880 0.2 -0.2 -0.3 -0.0089
C 9.007 3.135 6.815 0.2 -1.4 1.5 -0.1902
C 9.294 2.519 8.222 1.0 -0.2 -0.5 -0.0616
C 5.718 4.885 7.062 -0.8 -0.9 0.4 0.0116
H 9.917 3.586 6.421 -0.4 0.4 0.0 0.1201
H 8.772 2.265 6.202 -0.5 0.5 -0.4 0.1106
H 8.455 2.439 8.914 -0.2 0.1 -0.4 0.0789
H 10.143 2.943 8.758 -0.2 0.7 0.0 0.0635
H 9.695 1.525 8.024 -0.4 -0.3 0.1 0.0689
H 4.730 4.433 7.147 0.0 -0.1 -0.2 0.0754
H 5.622 5.634 6.276 0.7 -0.1 -0.1 0.0818
H 5.829 5.375 8.030 0.6 0.1 -0.1 0.0798
O -3.738 -0.571 4.373 -0.6 -2.6 -0.8 0.0570
C -4.397 -1.534 3.937 0.6 4.2 1.7 -0.5414
O -4.158 -2.807 4.128 -0.1 -0.9 -0.2 -0.0064
C -3.048 -3.280 4.886 0.7 -0.5 0.9 -0.2120
C -1.772 -3.283 4.038 -0.5 0.4 0.2 -0.0505
C -5.714 -1.288 3.254 0.8 -0.7 -0.2 0.0209
H -3.344 -4.283 5.194 0.0 -0.3 -0.6 0.1170
H -2.986 -2.814 5.869 0.2 0.9 -0.3 0.1224
H -2.075 -3.790 3.121 0.5 0.1 -0.2 0.0776
H -0.889 -3.745 4.479 -0.4 -0.5 0.2 0.0768
H -1.432 -2.266 3.842 -0.4 0.1 -0.3 0.0739
H -5.718 -2.059 2.483 -0.7 0.3 -0.3 0.0821
H -5.753 -0.265 2.877 0.0 -0.3 0.0 0.0906
H -6.507 -1.471 3.978 -0.1 0.0 -0.1 0.0935
O -1.887 -4.365 -1.009 -1.8 -0.9 0.0 0.0749
C -3.028 -4.819 -0.956 2.6 -0.5 0.6 -0.5008
O -3.294 -6.146 -0.720 -0.3 0.9 -0.2 -0.0384
C -2.259 -7.153 -0.675 -0.1 0.0 -0.7 -0.2104
C -2.932 -8.501 -0.380 0.4 0.5 0.7 -0.0663
C -4.258 -3.992 -1.083 -0.6 -0.1 -0.6 0.0132
H -1.444 -6.882 -0.003 -0.4 0.1 0.5 0.1190
H -1.772 -7.199 -1.649 -0.1 0.1 -0.2 0.1189
H -3.703 -8.412 0.385 -0.1 0.3 -0.1 0.0744
H -2.181 -9.134 0.094 0.1 -0.3 -0.4 0.0725
H -3.369 -8.986 -1.253 0.2 0.1 0.0 0.0750
H -5.159 -4.582 -0.917 0.1 0.2 0.4 0.0867
H -4.338 -3.664 -2.119 0.2 0.0 -0.2 0.0905
H -4.195 -3.073 -0.500 0.0 -0.3 0.2 0.0898
O 0.618 1.442 -1.751 0.2 0.2 1.9 0.0779
C -0.192 1.740 -0.884 -0.6 -0.2 -2.8 -0.5220
O -0.039 1.874 0.423 -0.7 -0.2 -0.7 -0.0049
C 1.183 1.624 1.061 1.1 1.8 1.8 -0.2001
C 1.323 2.801 2.086 0.7 -0.5 -0.3 -0.0584
C -1.609 2.037 -1.322 -1.0 0.2 -0.8 0.0057
H 2.049 1.665 0.400 -0.3 -0.4 -0.3 0.1188
H 1.107 0.695 1.625 0.1 -0.1 -0.3 0.1246
H 1.612 3.754 1.644 -0.6 0.0 -0.6 0.0709
H 2.188 2.652 2.732 -0.2 -0.5 0.4 0.0684
H 0.407 2.913 2.667 0.1 0.0 0.0 0.0746
H -2.381 1.453 -0.820 0.1 0.4 0.6 0.0834
H -1.835 1.851 -2.372 1.0 -0.8 -0.2 0.0778
H -1.843 3.099 -1.398 0.1 0.2 1.2 0.0849
```
Forces are in eV/Å.

Results
SMILES string   CCOC(C)=O.CCOC(C)=O.CCOC(C)=O.CCOC(C)=O.CCOC(C)=O.CCOC(C)=O.CCOC(C)=O.ClCCl.ClCCl
Kohn-Sham gap   10.20 eV
E_tot   -110836.5803 eV
LUMO   0.18 eV
HOMO   -10.02 eV



[2]
Computed, not measured: a cluster of 3 separate species, C30H60ClFN6O in total in a non-equilibrium geometry, with ωB97M-V with the def2-TZVPD basis set.

```
99
Properties=species:S:1:pos:R:3:forces:R:3:lowdin_charge:R:1
C -4.994 2.443 -4.465 0.4 -0.2 0.9 -0.1547
C -3.376 2.410 -4.153 -0.8 -1.2 -0.1 -0.2915
C -3.101 1.115 -3.171 0.4 0.3 0.0 -0.2392
C -4.044 1.104 -1.812 0.3 0.6 0.3 -0.2308
C -3.026 0.950 -0.527 -0.2 0.1 -0.4 -0.2281
C -2.202 -0.501 -0.512 -0.8 0.9 1.0 -0.1917
C -1.213 -0.460 0.820 0.8 0.8 -1.0 -0.2036
C 0.146 -1.401 0.635 -1.5 0.2 0.2 -0.2033
C 0.632 -1.855 2.124 -0.3 -0.4 0.6 -0.1389
C 2.154 -2.482 2.218 -1.1 -1.3 -1.8 -0.3580
C 2.222 -3.536 0.909 1.3 -0.7 0.6 -0.1958
N 2.946 -2.948 -0.282 -0.8 -0.5 0.5 -0.0185
C 2.433 -3.456 3.491 0.2 -0.2 -0.6 -0.0947
C 2.123 -2.959 4.979 1.1 -1.2 2.5 -0.2725
C 3.499 -2.632 5.874 -0.4 0.2 0.1 -0.0727
F 1.225 -1.815 5.189 1.3 -1.8 -1.0 -0.1077
O 3.234 -1.520 1.905 -2.0 0.5 1.7 -0.1523
C 3.086 -0.234 2.574 0.9 1.2 1.5 -0.2221
C 2.441 0.976 1.656 0.6 0.5 1.2 -0.1906
N 2.874 0.978 0.210 -0.1 -0.1 0.7 -0.0164
C 4.611 0.175 3.130 -0.1 1.0 -1.0 -0.2527
C 5.577 0.833 1.987 0.7 0.6 -0.3 -0.1790
C 6.147 -0.209 0.859 1.1 1.0 -0.4 -0.2444
C 6.518 0.660 -0.498 -2.2 -0.5 0.0 -0.5723
Cl 7.943 1.817 -0.245 -1.1 -1.1 -0.2 0.4543
N 5.326 -0.994 3.761 0.0 1.5 0.6 -0.0790
C 6.494 -0.592 4.627 0.6 -1.0 1.4 -0.1891
C 6.042 0.200 6.029 1.6 1.8 2.3 -0.1744
N 6.937 0.699 6.951 -4.0 -1.8 -3.3 0.0104
H -5.367 1.322 -4.397 0.6 2.4 -0.3 0.0817
H -5.493 3.034 -3.568 0.7 -1.2 -2.1 0.0698
H -5.255 2.905 -5.515 0.5 -0.8 2.2 0.0550
H -3.035 3.369 -3.569 -0.6 -1.7 -1.4 0.1038
H -2.834 2.290 -5.198 -0.9 0.3 2.6 0.0787
H -1.958 1.179 -2.848 -2.4 -0.2 -0.6 0.1034
H -3.230 0.096 -3.738 0.1 2.0 0.9 0.1045
H -4.622 2.139 -1.677 1.4 -2.1 -0.4 0.1042
H -4.897 0.280 -1.847 2.1 1.6 0.1 0.0886
H -3.636 1.119 0.480 1.4 -0.6 -2.0 0.1143
H -2.245 1.847 -0.617 -1.6 -2.0 0.3 0.1157
H -3.023 -1.347 -0.454 2.0 1.7 0.0 0.0703
H -1.604 -0.643 -1.511 -1.1 0.3 2.0 0.1154
H -1.773 -0.649 1.831 0.9 0.1 -2.0 0.1142
H -0.812 0.660 0.874 -0.9 -2.3 0.0 0.1027
H -0.202 -2.330 -0.006 1.0 1.8 1.3 0.1153
H 0.902 -0.758 0.020 -1.2 -1.3 1.3 0.0972
H -0.095 -2.740 2.461 1.6 1.8 -0.7 0.1429
H 0.424 -0.984 2.900 0.6 -1.8 -1.6 0.1120
H 1.157 -3.991 0.659 2.2 1.3 0.4 0.1246
H 2.876 -4.478 1.244 -1.4 2.0 -0.7 0.1240
H 3.984 -2.963 -0.182 -1.6 0.3 0.1 0.0660
H 2.580 -2.016 -0.571 0.6 -1.1 0.6 0.0516
H 3.579 -3.785 3.431 -2.5 0.9 0.2 0.1357
H 1.828 -4.465 3.293 1.1 2.3 0.4 0.1359
H 1.626 -3.874 5.566 0.7 2.2 -1.4 0.1464
H 3.520 -1.470 6.128 0.1 -2.6 -0.8 0.0731
H 3.460 -3.209 6.896 -0.1 1.1 -2.0 0.0788
H 4.471 -2.973 5.312 -2.0 0.9 1.1 0.0674
H 2.421 -0.259 3.564 1.3 -0.4 -2.2 0.1543
H 2.825 1.990 2.152 -0.8 -2.1 -0.8 0.1314
H 1.273 0.974 1.822 2.3 -0.1 -0.7 0.1005
H 3.214 1.916 -0.092 -0.3 -1.5 0.4 0.0742
H 3.536 0.207 -0.027 -0.7 1.1 0.5 0.0505
H 4.405 1.035 3.932 0.6 -2.0 -1.5 0.1538
H 5.105 1.744 1.400 0.7 -1.9 1.4 0.1028
H 6.536 1.286 2.534 -2.1 -1.0 -1.2 0.1118
H 7.167 -0.660 1.263 -2.3 0.6 -0.9 0.1183
H 5.397 -1.043 0.522 1.3 1.5 0.9 0.0981
H 5.567 1.345 -0.723 2.2 -1.4 0.4 0.0730
H 6.665 -0.039 -1.433 0.2 1.5 2.0 0.0935
H 5.545 -1.762 3.093 -0.2 1.2 0.7 0.1132
H 7.352 -0.013 4.081 -1.6 -0.8 1.1 0.1113
H 6.987 -1.609 5.013 -1.0 2.2 -0.8 0.1336
H 4.890 0.404 6.267 2.3 -0.8 -1.0 0.1080
H 6.378 1.150 7.737 0.7 -0.8 -1.3 0.0396
C -6.090 5.915 -7.605 -0.1 -0.1 0.0 -0.1097
C -5.149 6.907 -6.933 -0.4 0.0 0.0 -0.2694
C -3.677 6.654 -7.255 0.0 0.3 0.2 -0.1932
C -3.201 5.371 -6.723 0.5 -1.1 0.3 -0.1876
N -2.828 4.353 -6.307 -0.5 1.6 -0.8 0.1736
H -5.913 4.894 -7.254 0.0 0.1 -0.1 0.0622
H -7.129 6.170 -7.378 0.1 -0.1 -0.1 0.0743
H -5.966 5.932 -8.693 0.0 0.0 0.1 0.0774
H -5.310 6.878 -5.849 0.1 0.0 -0.2 0.1137
H -5.412 7.917 -7.268 0.2 -0.1 0.1 0.1082
H -3.077 7.462 -6.821 0.1 -0.2 -0.1 0.1184
H -3.519 6.689 -8.339 0.0 -0.2 0.2 0.1216
C -7.294 -4.178 -0.424 -0.1 0.0 -0.1 -0.1130
C -5.867 -4.586 -0.080 -0.4 -0.3 0.0 -0.2691
C -4.910 -3.399 0.026 0.2 -0.2 0.1 -0.1944
C -4.731 -2.710 -1.259 0.0 0.6 -1.2 -0.2328
N -4.595 -2.163 -2.273 -0.3 -0.9 1.3 0.1753
H -7.349 -3.704 -1.409 0.0 0.0 0.1 0.0742
H -7.943 -5.059 -0.442 0.1 0.2 0.0 0.0733
H -7.692 -3.478 0.318 0.0 -0.1 -0.1 0.0767
H -5.505 -5.299 -0.831 0.1 0.1 0.1 0.1143
H -5.879 -5.113 0.881 0.1 0.1 -0.1 0.1093
H -3.935 -3.762 0.373 0.0 0.2 -0.1 0.1193
H -5.273 -2.692 0.781 0.0 0.0 -0.2 0.1251
```
Forces are in eV/Å.

Results
SMILES string   [H]/N=C/CN[C@@H](CCCCl)[C@@H](CN)O[C@](CN)(CCCCCCCCC)C[C@@H](C)F.CCCC#N.CCCC#N
Kohn-Sham gap   9.43 eV
E_tot   -58299.9193 eV
LUMO   0.54 eV
HOMO   -8.89 eV